Density functional theory data (wB97M-V/def2-TZVPD) for C14H24N4O5Ti as an isolated structure.

Structure (XYZ):
```
48
Properties=species:S:1:pos:R:3:mulliken_spin:R:1
O -0.05 4.28 1.20 0.0000
H 0.71 3.81 0.80 0.0003
Ti 0.39 -0.40 -0.30 0.9748
N -0.60 -0.79 -2.02 0.2773
N 1.66 -1.75 -1.27 0.2274
O -1.88 -0.27 -2.38 0.0162
O 2.97 -2.20 -0.84 0.0171
C 0.03 -1.65 -2.91 0.2061
C 1.22 -2.15 -2.52 0.1925
C -0.63 -1.99 -4.18 -0.0204
C 2.04 -3.07 -3.33 -0.0052
H -1.41 -1.31 -4.56 0.0055
H -1.09 -3.00 -4.13 0.0176
H 0.13 -2.04 -4.98 0.0044
H 2.81 -3.67 -2.81 0.0047
H 2.56 -2.52 -4.14 0.0153
H 1.37 -3.79 -3.83 0.0057
H -1.95 0.56 -1.84 0.0044
H 3.11 -1.73 0.01 0.0018
O -0.50 -2.50 0.35 0.0354
H -1.08 -1.72 0.19 -0.0035
H 0.45 -2.36 0.02 -0.0103
C 1.51 1.10 -0.81 -0.0577
H 1.69 2.14 -0.97 0.0107
H 1.46 0.66 -1.84 0.0140
H 2.44 0.69 -0.34 0.0243
O -2.41 3.13 -1.49 0.0010
H -2.10 3.68 -0.80 -0.0001
H -1.68 2.56 -1.68 0.0026
N 1.48 -0.56 1.51 0.0104
C 0.77 0.24 2.49 -0.0127
C 1.32 0.40 3.73 0.0049
C 0.61 1.10 4.72 -0.0031
C -0.65 1.59 4.45 0.0066
C -1.24 1.42 3.16 -0.0008
C -2.54 1.86 2.89 0.0169
C -3.09 1.59 1.66 -0.0046
C -2.35 0.91 0.69 0.0313
N -1.07 0.49 0.89 -0.0247
C -0.50 0.74 2.15 0.0244
H 2.46 -0.26 1.46 -0.0027
H 1.58 -1.52 1.83 -0.0009
H 2.31 0.00 3.96 0.0005
H 1.04 1.23 5.70 -0.0001
H -1.22 2.12 5.21 0.0002
H -3.10 2.37 3.65 0.0004
H -4.10 1.88 1.44 0.0002
H -2.88 0.68 -0.23 -0.0080
```

The frontier orbital gap (alpha / beta) is 4.22 / 4.06 eV. The calculation puts the total energy at -1992.2824 Eh. The energy above the lowest of the compared OMol25 structures with the same formula, charge and spin comes out at 99.0 kcal per mole. The value obtained for the HOMO energy (alpha / beta) is -5.4 / -5.4 eV. As for the spin multiplicity: 3.